No. 1
The ion C4H9NO2 with charge +1, computed with the ωB97M-V functional and the def2-TZVPD basis.

```
16
Properties=species:S:1:pos:R:3:mulliken_spin:R:1
O -1.18482 -0.98345 1.22013 0.81
O -0.66281 -0.10454 -1.53422 0.00
N -0.91432 1.27395 1.08281 0.04
C 1.03753 -0.19062 0.80262 0.11
C -0.52033 0.02993 1.02243 -0.02
C 1.53897 0.23952 -0.54868 0.00
C 0.72359 -0.39700 -1.65971 0.01
H 1.14500 -0.01487 -2.59408 0.00
H -0.27594 2.04892 0.99194 0.00
H 2.57839 0.03616 -0.81378 0.01
H 1.49533 1.33096 -0.64959 0.00
H 1.39560 0.44104 1.62056 0.02
H 1.23669 -1.21425 1.12051 0.01
H -1.12669 -0.64489 -2.18862 0.00
H 0.84927 -1.48353 -1.68162 0.00
H -1.88614 1.53525 1.00462 0.00
```

frontier orbital gap (spin up / spin down) = 11.24 / 6.09 eV
net charge = +1
multiplicity = 2
total energy = -9870.0575 eV

=====

No. 2
A structure of composition C5H10O, computed with the ωB97M-V functional and the def2-TZVPD basis.

```
16
Properties=species:S:1:pos:R:3:lowdin_charge:R:1
O 0.78807 -1.11561 -1.28968 -0.14
C -1.23388 -0.54107 -1.35232 -0.05
C -0.22193 0.72327 1.21203 -0.08
C 1.13267 0.60677 0.93067 -0.16
C -1.58159 0.46772 -0.49504 -0.13
C 1.49696 -0.97280 -0.26198 -0.27
H 1.74684 0.09333 1.66398 0.08
H -0.67009 -0.00297 1.88823 0.09
H 1.40090 -1.70895 0.55846 0.10
H -0.90582 -0.33018 -2.36050 0.08
H -1.49790 1.49353 -0.84501 0.07
H 1.61352 1.45652 0.44836 0.09
H -1.53931 -1.56247 -1.15257 0.08
H 2.51653 -0.57983 -0.39758 0.10
H -0.71245 1.68722 1.18590 0.07
H -2.33253 0.28554 0.26706 0.07
```

frontier orbital gap = 8.71 eV
total energy = -7389.8019 eV

=====

No. 3
An isolated molecule of C2H4N2, computed with the ωB97M-V functional and the def2-TZVPD basis.

```
8
Properties=species:S:1:pos:R:3:lowdin_charge:R:1
N -0.93289 0.01435 0.28438 -0.10
N -0.54081 -0.00689 1.60099 -0.15
C 0.61736 -0.25360 1.78651 0.07
C 0.39757 0.21229 -0.70027 -0.09
H 1.17369 -0.53488 -0.86263 0.06
H -1.34490 -0.89607 0.06057 0.10
H 0.79726 1.20806 -0.53870 0.06
H -0.16728 0.25674 -1.63086 0.05
```

frontier orbital gap = 9.92 eV
total energy = -5114.6376 eV

=====

No. 4
A structure of composition C3H5EuO3, computed with the ωB97M-V functional and the def2-TZVPD basis.

```
12
Properties=species:S:1:pos:R:3:mulliken_spin:R:1
Eu -0.72320 3.11646 -1.23677 7.07
O -1.09967 -0.33592 -1.99968 0.00
O -0.03879 0.61111 -0.25493 0.00
O -0.18681 -1.57674 -0.36792 0.00
C 0.80762 0.17157 0.82348 0.00
C -0.56078 -0.44755 -0.93703 0.00
C 0.56604 -1.34239 0.83458 0.00
H -0.03832 -1.67168 1.68620 0.00
H 1.49252 -1.92302 0.78165 0.00
H 0.49153 0.66439 1.74764 0.00
H -2.54816 2.28520 -1.65673 -0.06
H 1.83801 0.44855 0.57950 0.00
```

frontier orbital gap (spin up / spin down) = 7.39 / 7.52 eV
net charge = +1
multiplicity = 8
total energy = -28654.6947 eV

=====

No. 5
A structure of composition C2H6N2OS, computed with the ωB97M-V functional and the def2-TZVPD basis.

```
12
Properties=species:S:1:pos:R:3:lowdin_charge:R:1
S -1.76183 -1.13607 0.22471 0.75
O 0.64360 -0.18005 -0.36612 -0.40
N -1.86847 0.55994 -0.42032 -0.36
N 0.36788 1.12346 0.30843 0.04
C -0.90109 1.42999 0.04965 -0.35
C 1.96314 -0.69172 0.07794 -0.15
H 2.17433 -0.20500 1.17271 0.10
H -1.11101 2.47060 0.36921 0.12
H 3.02235 -0.53066 -0.69231 0.12
H -2.98632 0.95468 0.08810 0.21
H -1.45250 -1.83449 -0.80022 -0.19
H 1.90991 -1.96069 -0.01177 0.12
```

frontier orbital gap = 8.79 eV
total energy = -18028.3173 eV